{"formula": "C14H13CrN3O6", "method": "the ωB97M-V functional and the def2-TZVPD basis", "elements": ["C", "C", "C", "C", "C", "Cr", "N", "C", "C", "H", "H", "H", "H", "H", "H", "H", "H", "H", "H", "O", "C", "O", "C", "C", "C", "C", "C", "C", "N", "O", "O", "N", "O", "O", "H", "H", "H"], "coordinates": [[-0.53, 0.72, -4.28], [0.87, 0.75, -3.98], [1.06, 1.45, -2.77], [-0.20, 1.89, -2.29], [-1.19, 1.54, -3.27], [-0.97, -0.56, -2.36], [-2.66, -0.07, -2.17], [0.44, -2.32, -2.89], [1.58, -1.57, -2.82], [2.02, 1.67, -2.31], [1.65, 0.33, -4.61], [-0.39, 2.51, -1.42], [-2.20, 1.93, -3.33], [-1.00, 0.29, -5.16], [2.18, -1.38, -3.72], [0.13, -2.97, -2.05], [-3.55, -0.29, -1.67], [2.06, -1.37, -1.85], [0.00, -2.63, -3.86], [1.04, -1.83, 0.16], [0.33, -0.84, 0.36], [-0.34, -0.16, -0.52], [0.20, -0.34, 1.79], [-0.53, 0.81, 2.14], [-0.68, 1.18, 3.51], [-0.10, 0.40, 4.52], [0.63, -0.74, 4.17], [0.78, -1.10, 2.82], [1.22, -1.58, 5.18], [1.07, -1.27, 6.38], [1.87, -2.58, 4.81], [-1.44, 2.34, 3.88], [-1.94, 3.05, 2.98], [-1.56, 2.60, 5.10], [-1.00, 1.42, 1.37], [-0.22, 0.68, 5.57], [1.36, -1.99, 2.57]], "charge": -1, "spin_multiplicity": 4, "homo_lumo_gap_ev": [4.19, 4.69], "lumo_ev": [1.0, 1.0]}

---

{"formula": "C29H31N7PdSe", "method": "the ωB97M-V functional and the def2-TZVPD basis", "elements": ["Pd", "Se", "N", "C", "C", "C", "C", "C", "N", "C", "C", "N", "C", "C", "C", "C", "C", "N", "H", "H", "H", "H", "H", "H", "C", "C", "C", "C", "C", "C", "C", "C", "C", "C", "C", "C", "N", "H", "H", "H", "H", "H", "H", "H", "H", "H", "H", "H", "H", "H", "H", "H", "H", "H", "C", "C", "C", "C", "N", "N", "C", "H", "H", "H", "H", "H", "H", "H", "H"], "coordinates": [[0.12, -0.14, 0.09], [-0.23, 5.76, 5.25], [-0.13, 3.99, 5.48], [-0.19, 3.41, 4.29], [-0.18, 2.00, 4.08], [-0.04, 1.10, 5.13], [-0.10, -0.26, 4.88], [-0.29, -0.67, 3.56], [-0.38, 0.14, 2.53], [-0.31, 1.49, 2.75], [-0.37, 2.38, 1.64], [-0.38, 1.88, 0.37], [-0.39, 2.71, -0.66], [-0.46, 4.09, -0.53], [-0.45, 4.64, 0.75], [-0.39, 3.80, 1.85], [-0.32, 4.30, 3.18], [-0.36, 5.59, 3.48], [0.09, 1.48, 6.14], [-0.02, -0.98, 5.68], [-0.39, -1.73, 3.34], [-0.33, 2.26, -1.65], [-0.50, 4.72, -1.41], [-0.46, 5.71, 0.91], [0.67, -2.45, 0.18], [2.05, -2.56, 0.84], [3.14, -2.77, -0.21], [2.47, -1.40, 1.73], [2.95, -1.70, 2.99], [3.63, -0.75, 3.75], [3.95, 0.47, 3.18], [3.51, 0.82, 1.92], [3.95, 2.14, 1.32], [4.62, 1.93, -0.03], [2.78, 3.11, 1.18], [2.62, -0.06, 1.20], [2.03, 0.36, 0.11], [0.48, -3.34, -0.41], [0.64, -1.59, -0.57], [-0.11, -2.37, 0.95], [2.02, -3.45, 1.48], [3.18, -1.92, -0.89], [2.95, -3.68, -0.79], [4.11, -2.87, 0.27], [2.82, -2.69, 3.39], [3.98, -1.00, 4.74], [4.56, 1.17, 3.73], [4.68, 2.58, 2.01], [3.93, 1.46, -0.72], [5.50, 1.30, 0.07], [4.93, 2.89, -0.45], [2.08, 2.71, 0.45], [3.13, 4.08, 0.84], [2.28, 3.25, 2.14], [-5.13, 1.75, -0.35], [-4.19, 0.61, -0.25], [-4.38, -0.71, 0.10], [-3.12, -1.31, 0.04], [-2.20, -0.42, -0.32], [-2.87, 0.73, -0.50], [-2.82, -2.74, 0.31], [-6.16, 1.40, -0.23], [-5.04, 2.24, -1.32], [-4.92, 2.48, 0.43], [-5.31, -1.18, 0.36], [-2.38, 1.57, -0.77], [-3.72, -3.33, 0.19], [-2.46, -2.87, 1.33], [-2.06, -3.12, -0.38]], "charge": 0, "relative_energy_kcal_mol": 0.0, "homo_lumo_gap_ev": [4.36, 4.11], "lumo_ev": [-1.1, -1.1]}

---

{"formula": "C7H12NS", "method": "the ωB97M-V functional and the def2-TZVPD basis", "elements": ["C", "C", "C", "C", "C", "C", "C", "N", "S", "H", "H", "H", "H", "H", "H", "H", "H", "H", "H", "H", "H"], "coordinates": [[0.08, -0.97, 0.42], [0.26, 0.48, 2.60], [0.74, -0.84, 1.70], [-0.26, 1.52, 1.66], [-1.12, 1.11, 0.48], [-0.64, -0.19, -0.29], [2.31, -0.83, 1.41], [-1.19, -0.84, -3.14], [0.58, 0.33, 4.17], [0.60, -1.82, 2.23], [-0.78, 2.17, 2.31], [0.48, 2.36, 1.37], [-2.10, 1.01, 0.90], [-1.20, 1.87, -0.35], [-0.87, -0.26, -1.35], [2.56, -1.77, 0.85], [2.92, -0.76, 2.31], [2.40, -0.07, 0.78], [-0.64, -1.48, -3.59], [-1.16, -0.06, -3.81], [-2.15, -1.05, -3.10]], "charge": 1, "relative_energy_kcal_mol": 90.5, "homo_lumo_gap_ev": [6.65, 6.65], "lumo_ev": [-6.5, -6.5]}

---

{"formula": "C12H44O10", "method": "the ωB97M-V functional and the def2-TZVPD basis", "elements": ["C", "O", "H", "H", "H", "H", "C", "O", "H", "H", "H", "H", "C", "O", "H", "H", "H", "H", "C", "O", "H", "H", "H", "H", "C", "O", "H", "H", "H", "H", "C", "O", "H", "H", "H", "H", "C", "O", "H", "H", "H", "H", "C", "O", "H", "H", "H", "H", "C", "C", "O", "H", "H", "H", "H", "H", "H", "C", "C", "O", "H", "H", "H", "H", "H", "H"], "coordinates": [[2.58, -1.40, 2.77], [2.13, -0.23, 2.13], [2.23, -2.29, 2.23], [3.67, -1.41, 2.88], [2.39, -1.42, 3.84], [1.50, -0.56, 1.48], [1.14, -3.65, -2.67], [0.52, -3.43, -1.42], [1.72, -2.75, -2.86], [1.92, -4.40, -2.54], [0.53, -3.90, -3.54], [0.31, -4.29, -1.06], [-2.85, 2.01, -2.51], [-3.31, 1.80, -1.16], [-3.31, 1.25, -3.14], [-3.27, 2.94, -2.90], [-1.77, 1.89, -2.57], [-3.36, 0.88, -0.90], [2.54, 3.19, 1.42], [3.00, 2.46, 2.61], [2.30, 2.56, 0.55], [1.60, 3.68, 1.65], [3.17, 3.99, 1.05], [2.82, 1.55, 2.38], [-1.41, -2.82, 2.44], [-1.89, -2.66, 1.14], [-2.30, -2.98, 3.04], [-0.74, -3.67, 2.58], [-1.00, -1.84, 2.70], [-1.21, -2.15, 0.69], [3.95, -0.80, -1.48], [3.72, 0.28, -2.41], [4.82, -1.36, -1.81], [4.30, -0.49, -0.50], [3.02, -1.37, -1.47], [3.52, -0.16, -3.23], [0.78, 4.02, -1.81], [2.13, 4.22, -1.50], [0.86, 3.13, -2.44], [0.11, 3.76, -0.99], [0.34, 4.75, -2.48], [2.68, 4.44, -2.26], [-1.22, 1.67, 4.13], [-2.40, 2.03, 4.75], [-0.70, 1.15, 4.93], [-1.49, 0.92, 3.39], [-0.64, 2.48, 3.68], [-2.17, 2.92, 5.03], [-0.43, 1.04, 0.32], [0.16, -0.02, -0.56], [0.28, -1.17, 0.20], [-0.61, 1.94, -0.26], [0.29, 1.33, 1.08], [-1.29, 0.76, 0.93], [1.17, 0.28, -0.82], [-0.44, -0.07, -1.47], [0.51, -1.83, -0.47], [-3.02, -1.96, -2.28], [-3.93, -1.85, -1.07], [-3.62, -0.77, -0.25], [-1.99, -2.19, -2.03], [-2.97, -1.04, -2.87], [-3.36, -2.78, -2.92], [-3.91, -2.76, -0.47], [-4.96, -1.74, -1.41], [-3.16, -1.12, 0.52]], "charge": 1, "relative_energy_kcal_mol": 84.0, "spin_multiplicity": 2, "homo_lumo_gap_ev": [9.19, 2.33], "lumo_ev": [-2.6, -9.5]}

---

{"formula": "C5H7NO2", "method": "the ωB97M-V functional and the def2-TZVPD basis", "elements": ["C", "C", "C", "C", "C", "O", "N", "O", "H", "H", "H", "H", "H", "H", "H"], "coordinates": [[0.27, -0.67, 0.63], [-0.51, 0.16, -0.32], [-1.23, 1.39, 0.14], [-1.48, -1.60, -0.50], [1.70, -0.03, 0.26], [0.07, -1.95, 0.26], [2.29, -0.28, -0.82], [-2.15, -2.39, -1.02], [0.10, -0.42, 1.69], [-0.19, 0.17, -1.36], [3.26, 0.03, -0.82], [2.14, 0.46, 1.14], [-2.09, 1.56, -0.51], [-1.60, 1.29, 1.16], [-0.60, 2.28, 0.06]], "charge": 0, "relative_energy_kcal_mol": 88.9, "homo_lumo_gap_ev": 9.72, "lumo_ev": 0.3}

---

{"formula": "C3H3BaO2", "method": "the ωB97M-V functional and the def2-TZVPD basis", "elements": ["C", "C", "H", "H", "H", "O", "C", "O", "Ba"], "coordinates": [[-0.75, 0.94, 0.43], [-0.85, -0.36, -0.31], [-1.15, -1.20, 0.35], [-1.57, 1.08, 1.15], [-1.51, -0.42, -1.19], [2.40, -0.29, 0.38], [1.34, -0.95, 0.48], [0.53, -0.63, -0.70], [1.57, 1.83, -0.60]], "charge": 0, "relative_energy_kcal_mol": 47.6, "spin_multiplicity": 2, "homo_lumo_gap_ev": [5.26, 5.90], "lumo_ev": [-1.1, -1.1]}

---

{"formula": "C4H5NO", "method": "the ωB97M-V functional and the def2-TZVPD basis", "elements": ["C", "C", "C", "C", "N", "O", "H", "H", "H", "H", "H"], "coordinates": [[3.00, 0.50, 0.11], [-0.19, 0.22, -0.77], [0.26, -0.67, 0.41], [0.47, 0.73, 0.44], [4.21, 0.37, 0.43], [3.29, -0.73, -0.31], [0.45, 0.16, -1.75], [-1.25, 0.32, -0.99], [-0.47, -1.24, 1.01], [1.23, -1.31, 0.27], [0.60, 1.71, 1.01]], "charge": 0, "relative_energy_kcal_mol": 202.2, "homo_lumo_gap_ev": [7.08, 7.03], "lumo_ev": [-1.7, -1.7]}

---

What E_tot values result from the calculations? In sequence: -2201.2118; -4036.1971; -726.4318; -1235.4414; -399.8239; -291.9161; -285.0924 hartree.
What largest force on an atom values result from the calculations? In sequence: 0.063; 0.055; 0.090; 0.077; 0.065; 0.023; 0.060 hartree/bohr.